Entry 1:
CF3NO2 | ωB97M-V with the def2-TZVPD basis set

Structure (XYZ):
```
7
Properties=species:S:1:pos:R:3:forces:R:3:lowdin_charge:R:1
C 0.5460 -0.0766 0.2931 2.7 2.5 -3.8 -0.38
N -0.9057 0.2055 -0.2832 0.1 -1.5 2.3 -0.31
O -1.7487 0.1426 0.5991 0.7 0.7 -0.3 0.11
O -1.0742 0.1486 -1.4412 0.2 0.5 -1.8 0.17
F 1.7291 0.4334 -0.7749 -3.7 -0.1 3.3 -0.09
F 0.8101 -1.3074 0.1397 -0.5 -1.4 1.2 0.25
F 0.6436 0.4538 1.4675 0.6 -0.5 -0.8 0.24
```
Positions in Å, forces in eV/Å.

Summary:
- energy above the lowest of the compared OMol25 structures with the same formula, charge and spin (eV) = 1.5812
- orbital gap (eV) = 11.61


Entry 2:
C2HCl3S2 | ωB97M-V with the def2-TZVPD basis set

Structure (XYZ):
```
8
Properties=species:S:1:pos:R:3:forces:R:3:lowdin_charge:R:1
C 0.5225 0.4927 1.4135 -0.7 -4.4 -0.9 -0.85
C 1.4953 1.2070 2.2493 0.7 0.9 0.1 -1.70
S -0.0276 -1.9173 1.7573 0.6 3.3 -0.4 0.04
S 0.2215 0.9839 -0.1486 -0.1 -0.4 0.8 0.84
Cl 2.3512 2.4253 1.2051 0.7 -0.3 0.4 0.53
Cl 2.5975 0.1986 3.2253 -0.3 0.3 -1.0 0.59
Cl 0.5298 2.1476 3.3452 -0.9 0.4 0.7 0.64
H -0.5486 -0.0863 -0.4773 0.0 0.2 0.3 -0.09
```
Positions in Å, forces in eV/Å.

Summary:
- energy above the lowest of the compared OMol25 structures with the same formula, charge and spin (eV) = 4.0180
- orbital gap (spin up / spin down) (eV) = 6.37 / 6.30